[1]
Entry from the OMol25 dataset: a structure of composition C6H10N2 at a distorted geometry (wB97M-V/def2-TZVPD).

Values from the calculation:
E_HOMO	-21.54	eV
orbital gap	9.89	eV
net charge	+2
total energy	-343.188718	Eh
spin multiplicity	1
lowest unoccupied orbital energy	-11.65	eV

Cartesian coordinates (Å):
C (-0.952525, -0.815853, 0.549589)
C (-2.223293, -1.045564, 0.017275)
C (1.351591, -1.256118, -0.582201)
C (1.584528, -0.846319, 0.814695)
C (-0.363621, 0.877337, -0.443438)
C (0.115148, 2.122209, 0.102618)
N (-1.621963, 0.364869, 0.257512)
N (0.310296, -0.452150, 0.149626)
H (-2.302613, -1.348281, -1.129251)
H (-3.033743, -1.184545, 0.639756)
H (1.818361, -0.520142, -1.224275)
H (1.030870, -2.233787, -0.791930)
H (1.466053, -1.503312, 1.618877)
H (2.331088, 0.028911, 0.957745)
H (-0.450739, 0.663152, -1.530336)
H (-0.275567, 2.354846, 1.052702)
H (-0.063643, 2.828947, -0.585849)
H (1.279773, 1.965807, 0.126890)

Forces on atoms 1 to 3 (eV/Å):
-1.2 4.1 -0.5
-0.1 -1.1 -5.1
0.5 1.2 1.4

Atomic partial charges in e from the Mulliken method, atoms 1 to 5: 0.354, -0.151, -0.245, -0.278, 0.237

---

[2]
Entry from the OMol25 dataset: a cluster of 2 separate species, C6H10N2O in total at a distorted geometry (wB97M-V/def2-TZVPD).

Values from the calculation:
E_HOMO (alpha / beta)	-7.37 / -7.86	eV
orbital gap (alpha / beta)	6.77 / 8.37	eV
net charge	0
total energy	-419.118184	Eh
spin multiplicity	1
lowest unoccupied orbital energy (alpha / beta)	-0.60 / 0.51	eV

Cartesian coordinates (Å):
C (-2.364750, -0.513660, -0.104977)
C (-1.359005, 0.320911, 0.166357)
C (-2.630051, 0.708906, 0.693761)
C (-3.065295, -1.601088, -0.867593)
C (3.164807, 0.117453, 0.659496)
C (1.668471, 0.015662, 0.893948)
N (1.259128, 1.318586, -0.929700)
N (1.004231, 0.160602, -0.414238)
O (-3.412895, 1.422890, 1.307687)
H (-3.475790, -1.215053, -1.912221)
H (-3.900834, -2.148624, -0.333404)
H (-2.294348, -2.306054, -1.238159)
H (3.454907, -0.619732, 0.018157)
H (3.516315, 1.126312, 0.184392)
H (3.738287, 0.029370, 1.571973)
H (1.298405, -1.032446, 1.223518)
H (1.195343, 0.754075, 1.617739)
H (1.089576, 2.267611, -0.618385)
H (1.113495, 1.194279, -1.918354)

Forces on atoms 1 to 3 (eV/Å):
-1.7 0.9 -0.1
0.9 -0.5 0.0
-1.4 0.5 0.8

Atomic partial charges in e from the Mulliken method, atoms 1 to 5: 0.353, -0.387, 0.633, -0.992, -1.093

---

[3]
Entry from the OMol25 dataset: a structure of composition C6H10N2O at a distorted geometry (wB97M-V/def2-TZVPD).

Values from the calculation:
E_HOMO	-8.69	eV
orbital gap	8.37	eV
net charge	0
total energy	-418.946281	Eh
spin multiplicity	1
lowest unoccupied orbital energy	-0.32	eV

Cartesian coordinates (Å):
C (1.381952, -0.430966, 1.251719)
C (0.788423, 0.284366, 0.057271)
C (0.267355, -0.962025, -0.803607)
C (-1.201181, -0.762052, -0.298930)
C (-2.507002, -0.459646, -0.369367)
C (-0.667408, 0.708775, -0.108167)
H (0.639303, -0.974017, 1.731292)
H (1.929604, 0.028514, 2.231793)
H (2.146280, -1.244685, 0.846332)
H (0.970782, 2.666964, -0.915461)
H (3.004745, 1.248713, -0.291746)
H (0.360342, -0.504170, -1.895797)
H (0.380181, -2.098705, -0.713902)
H (-1.002955, -1.048712, 0.951758)
H (-3.162267, -1.149731, -0.747167)
H (-0.534687, 1.285805, -1.062333)
N (1.785516, 1.290922, -0.758178)
N (-2.822625, 0.696499, 0.342004)
O (-1.756349, 1.424144, 0.552495)

Forces on atoms 1 to 3 (eV/Å):
4.3 0.1 1.5
2.4 0.2 -0.2
-1.3 -0.3 -4.0

Atomic partial charges in e from the Mulliken method, atoms 1 to 5: -1.290, 1.409, -0.558, 0.325, -0.630

---

[4]
Entry from the OMol25 dataset: a structure of composition C6H10N2O at a distorted geometry (wB97M-V/def2-TZVPD).

Values from the calculation:
E_HOMO	-8.48	eV
orbital gap	8.40	eV
net charge	0
total energy	-419.236760	Eh
spin multiplicity	1
lowest unoccupied orbital energy	-0.08	eV

Cartesian coordinates (Å):
C (0.817470, -1.078261, 0.673108)
C (1.074957, 0.291910, 0.031261)
C (-0.525208, 2.168630, 0.513478)
N (-0.279000, 0.873750, -0.107295)
C (-0.635896, -1.411949, 0.191901)
C (-1.253417, -0.146723, -0.113060)
N (1.809997, -2.071614, 0.304121)
C (-1.708422, 0.363273, -1.349726)
O (-1.052428, -2.546282, 0.050660)
H (0.821415, -0.985625, 1.764080)
H (1.606742, -2.937498, 0.793682)
H (1.718341, -2.291999, -0.684399)
H (1.720127, 0.940549, 0.627851)
H (1.531484, 0.174202, -0.956209)
H (0.081052, 2.937800, 0.036526)
H (-0.279032, 2.129907, 1.579418)
H (-1.577926, 2.425968, 0.399954)
H (-1.103703, 0.642776, -2.206095)
H (-2.766553, 0.521186, -1.549256)

Forces on atoms 1 to 3 (eV/Å):
0.0 0.0 -0.4
-0.1 0.1 0.3
-0.1 -0.2 0.0

Atomic partial charges in e from the Mulliken method, atoms 1 to 5: 0.227, -0.902, -0.999, 0.245, 0.486

---

[5]
Entry from the OMol25 dataset: a cluster of 2 separate species, C6H10N2O in total at a distorted geometry (wB97M-V/def2-TZVPD).

Values from the calculation:
E_HOMO	-9.91	eV
orbital gap	10.38	eV
net charge	0
total energy	-419.315365	Eh
structure (SMILES)	[H]/N=C(/C)N=C=O.C=CC
spin multiplicity	1
lowest unoccupied orbital energy	0.46	eV

Cartesian coordinates (Å):
C (-3.077458, -0.032072, 0.418697)
C (2.621426, -0.422061, 0.867642)
N (-0.740086, 0.551031, -0.088271)
C (-0.260165, -0.561974, 0.173930)
C (-2.062509, 1.006900, 0.045034)
C (1.931821, 0.008667, -0.386440)
C (1.999876, -0.614003, -1.560234)
N (-2.401440, 2.201110, -0.145135)
O (-0.144194, -1.687966, 0.462179)
H (1.367774, 0.992602, -0.413341)
H (-1.630992, 2.815893, -0.394950)
H (-4.060363, 0.427660, 0.468696)
H (-2.826497, -0.473478, 1.383063)
H (-3.082142, -0.835659, -0.317942)
H (3.671974, -0.124026, 0.857853)
H (2.147838, 0.041195, 1.733403)
H (2.548481, -1.501109, 0.994972)
H (2.464677, -1.585956, -1.655847)
H (1.531979, -0.206752, -2.443310)

Forces on atoms 1 to 3 (eV/Å):
-0.1 0.1 0.0
-0.3 0.0 0.2
1.7 -1.0 0.2

Atomic partial charges in e from the Mulliken method, atoms 1 to 5: -1.068, -1.060, -0.415, 0.788, 0.610

---

[6]
Entry from the OMol25 dataset: a structure of composition C6H10N2O at a distorted geometry (wB97M-V/def2-TZVPD).

Values from the calculation:
E_HOMO (alpha / beta)	-6.28 / -6.28	eV
orbital gap (alpha / beta)	6.20 / 6.20	eV
net charge	0
total energy	-419.114227	Eh
spin multiplicity	1
lowest unoccupied orbital energy (alpha / beta)	-0.09 / -0.09	eV

Cartesian coordinates (Å):
C (-1.724879, 0.668325, -1.020786)
C (-0.357146, -1.122518, 0.104611)
C (0.411482, 0.656643, 0.866694)
C (-0.477170, -0.164946, -0.844507)
N (1.758014, 0.615348, 0.805135)
C (0.386183, -0.368133, -2.046857)
C (-0.117151, 0.426400, 2.201592)
O (0.014745, -1.990747, 0.901902)
N (1.214258, -1.309152, -2.286594)
H (0.055451, -0.955654, 2.191683)
H (2.242810, 0.504490, -0.075419)
H (2.294309, 0.327025, 1.622910)
H (1.298581, -1.943990, -1.483466)
H (0.139958, 0.326636, -2.859942)
H (-1.544480, 1.678989, -0.648854)
H (-2.007556, 0.786605, -2.069423)
H (-2.595968, 0.263251, -0.504180)
H (-1.206011, 0.411058, 2.238107)
H (0.214569, 1.190370, 2.907396)

Forces on atoms 1 to 3 (eV/Å):
-0.4 0.4 0.1
1.2 -4.9 1.2
1.1 4.9 -1.4

Atomic partial charges in e from the Mulliken method, atoms 1 to 5: -1.531, 0.087, -0.130, 1.284, -0.304

---

[7]
Entry from the OMol25 dataset: the ion C6H10N2O with charge +2 at a distorted geometry (wB97M-V/def2-TZVPD).

Values from the calculation:
E_HOMO	-20.05	eV
orbital gap	8.79	eV
net charge	+2
total energy	-418.554146	Eh
structure (SMILES)	C[N+]1(C)C=C[NH+]=C1C=O
spin multiplicity	1
lowest unoccupied orbital energy	-11.26	eV

Cartesian coordinates (Å):
C (-0.113672, 2.053143, 0.081682)
C (0.926463, 1.216738, -0.103099)
C (-0.926170, 0.030144, -0.067399)
C (-2.121945, -0.951327, -0.193449)
C (0.978904, -0.976858, -1.181896)
C (0.960216, -0.743157, 1.248552)
N (-1.251122, 1.310370, 0.009579)
N (0.477453, -0.141399, -0.036075)
O (-3.190466, -0.597590, 0.085647)
H (-0.159158, 3.158033, 0.333003)
H (1.871122, 1.654960, -0.072616)
H (-1.701765, -1.929258, -0.704865)
H (0.692360, -1.925905, -0.806033)
H (0.698001, -0.650084, -2.193839)
H (1.961074, -0.707724, -1.233956)
H (0.525741, -1.708306, 1.334614)
H (1.935877, -0.543775, 1.369451)
H (0.641795, -0.171926, 2.133447)
H (-2.204700, 1.623921, -0.002739)

Forces on atoms 1 to 3 (eV/Å):
1.5 2.2 0.0
-1.6 2.9 1.2
-3.4 2.0 0.9

Atomic partial charges in e from the Mulliken method, atoms 1 to 5: -0.291, -0.434, 0.355, -0.101, -0.805

---

[8]
Entry from the OMol25 dataset: a cluster of 2 separate species, C6H10N2O2 in total at a distorted geometry (wB97M-V/def2-TZVPD).

Values from the calculation:
E_HOMO	-9.94	eV
orbital gap	10.34	eV
net charge	0
total energy	-494.511712	Eh
structure (SMILES)	N#CC[C@H](N)C#CCO.O
spin multiplicity	1
lowest unoccupied orbital energy	0.41	eV

Cartesian coordinates (Å):
N (1.801141, -1.781789, -2.507647)
C (2.498557, -0.513514, -2.385568)
C (1.708111, 0.605459, -1.686737)
C (0.309358, 0.327102, -1.341553)
N (-0.704323, -0.107819, -0.946160)
C (3.846412, -0.662696, -1.780958)
C (4.782415, -0.883669, -1.037952)
C (6.035360, -1.051807, -0.279671)
O (7.068015, -1.655946, -1.026434)
H (2.296432, -2.428382, -3.114173)
H (1.708293, -2.258981, -1.614756)
H (2.650969, -0.157149, -3.416298)
H (2.180187, 0.968091, -0.760529)
H (1.759138, 1.518465, -2.295972)
H (6.405582, -0.066553, 0.034244)
H (5.824232, -1.620843, 0.640801)
H (6.830991, -2.565962, -1.229803)
O (1.997113, -1.753933, 1.122407)
H (2.713578, -1.605576, 0.491206)
H (1.218587, -2.363521, 0.794114)

Forces on atoms 1 to 3 (eV/Å):
-0.4 -0.3 0.2
0.8 -0.3 -1.0
-0.2 1.5 0.6

Atomic partial charges in e from the Mulliken method, atoms 1 to 5: -0.598, 0.179, -0.605, 0.269, -0.470

---

[9]
Entry from the OMol25 dataset: an isolated molecule of C6H10N2O5S at a distorted geometry (wB97M-V/def2-TZVPD).

Values from the calculation:
E_HOMO	-8.04	eV
orbital gap	8.45	eV
net charge	0
total energy	-1118.394200	Eh
structure (SMILES)	CN1C=CO[C@@]1(N=[S@](C)(=O)O)C(=O)O
spin multiplicity	1
lowest unoccupied orbital energy	0.41	eV

Cartesian coordinates (Å):
C (-2.688681, 0.514622, -0.657508)
C (-2.266108, 1.498236, -1.454939)
C (0.011676, 1.846481, 0.983549)
C (-0.439405, 0.792329, -0.044165)
C (-1.536863, -1.315701, 0.481223)
C (2.934421, -0.135967, 0.907846)
N (0.620290, 0.122584, -0.558274)
N (-1.632449, 0.100018, 0.239322)
O (0.896451, 1.534379, 1.778597)
O (-0.525722, 3.064968, 0.794929)
O (2.458991, 2.026015, -0.685545)
O (2.689321, -0.328109, -1.590391)
O (-0.975539, 1.881396, -1.205577)
S (2.096105, 0.635273, -0.458493)
H (-3.620775, 0.134629, -0.672380)
H (-2.898846, 1.886286, -2.168813)
H (-1.941853, -1.850127, -0.325151)
H (-0.561128, -1.729609, 0.631345)
H (-2.060333, -1.467261, 1.327905)
H (2.468284, -0.019565, 1.764432)
H (3.017269, -1.146423, 0.740447)
H (4.048472, 0.094319, 0.975324)
H (-0.934634, 3.072110, -0.087391)
H (1.897408, -0.740449, -2.062282)

Forces on atoms 1 to 3 (eV/Å):
3.9 1.9 0.0
1.0 -1.8 2.3
0.6 0.7 0.3

Atomic partial charges in e from the Mulliken method, atoms 1 to 5: -0.616, -0.388, 0.145, 1.355, -1.255

---

[10]
Entry from the OMol25 dataset: a cluster of 2 separate species, C6H10N2OS in total at a distorted geometry (wB97M-V/def2-TZVPD).

Values from the calculation:
E_HOMO	-7.69	eV
orbital gap	8.25	eV
net charge	0
total energy	-817.407856	Eh
structure (SMILES)	COC#[N+][S-].CC(C)C#N
spin multiplicity	1
lowest unoccupied orbital energy	0.56	eV

Cartesian coordinates (Å):
C (-0.812417, 0.836794, 0.722114)
C (1.416523, -1.764173, 0.266682)
C (-2.078925, 0.604103, -1.403410)
C (0.318397, 1.551532, -1.238894)
C (1.946296, -1.086990, 2.273488)
C (-1.103149, 1.389027, -0.560664)
N (-0.551617, 0.270252, 1.682784)
N (0.446483, -2.342503, -0.110885)
O (2.337721, -1.136166, 0.855577)
S (-0.795960, -2.872828, -0.942192)
H (-2.490369, 1.112020, -2.226507)
H (-3.076349, 0.281512, -0.919084)
H (-1.770519, -0.268969, -1.845237)
H (0.367667, 2.041221, -2.201312)
H (0.579331, 0.430052, -1.453720)
H (1.090930, 1.863085, -0.614542)
H (0.845068, -1.403945, 2.464696)
H (2.125362, -0.006423, 2.610540)
H (2.647827, -1.854573, 2.841903)
H (-1.442300, 2.356972, -0.201335)

Forces on atoms 1 to 3 (eV/Å):
0.0 -1.8 0.5
-3.9 -2.5 -2.5
-3.3 0.5 1.7

Atomic partial charges in e from the Mulliken method, atoms 1 to 5: 0.010, 0.572, -1.356, -1.150, -0.635